1.
DFT (ωB97M-V/def2-TZVPD) results for a structure of composition C41H44Cl4N7O6P2RbS3Te.

Properties
E (a.u.): -6433.79096
Max |F| (eV/A): 0.8
E_HOMO (eV): -0.99
Frontier orbital gap (eV): 4.38
LUMO level (hartree): 0.1248

```
! wB97M-V def2-TZVPD RIJCOSX def2/J DEFGRID3
* xyz -2 1
Rb -2.0444 -0.0313 -0.5313
C 5.7781 1.2778 -2.7288
C 5.2139 2.4923 -2.0407
C 5.8710 3.7053 -2.2403
C 5.4224 4.8807 -1.6594
C 4.2813 4.8641 -0.8736
C 3.5996 3.6731 -0.6831
C 4.0585 2.4790 -1.2388
P 2.9801 1.0481 -0.8808
C 3.0849 -0.0003 -2.3783
C 2.5712 0.6974 -3.4766
C 2.4908 0.1244 -4.7310
C 2.8914 -1.1931 -4.8986
C 3.3478 -1.9092 -3.8086
C 3.4468 -1.3431 -2.5372
C 3.9490 -2.2181 -1.4214
C 3.7375 0.2501 0.5993
C 5.1092 0.2180 0.8590
C 5.6162 -0.3054 2.0353
C 4.7410 -0.7966 2.9935
C 3.3770 -0.7395 2.7697
C 2.8576 -0.2047 1.5908
C 1.3657 -0.0708 1.5007
H 6.8603 1.3845 -2.8323
H 5.3499 1.1460 -3.7255
H 5.5763 0.3566 -2.1938
H 6.7584 3.7176 -2.8645
H 5.9572 5.8065 -1.8337
H 3.9017 5.7735 -0.4254
H 2.6737 3.6782 -0.1154
H 2.2003 1.7085 -3.3415
H 2.0665 0.6914 -5.5493
H 2.8047 -1.6762 -5.8642
H 3.6141 -2.9536 -3.9282
H 3.9031 -3.2634 -1.7297
H 3.3756 -2.1179 -0.5051
H 4.9918 -1.9907 -1.1767
H 5.7912 0.6299 0.1287
H 6.6860 -0.3234 2.2036
H 5.1191 -1.2084 3.9214
H 2.6895 -1.0966 3.5267
H 1.0254 0.9345 1.7558
H 0.8766 -0.7875 2.1655
N -1.0910 -2.0470 -4.1330
C -0.9673 -0.7320 -4.4359
N -0.8244 0.2038 -3.5340
C -0.6552 1.4269 -4.1364
C -0.6696 1.4448 -5.4976
S -0.9204 -0.1658 -6.0777
C -0.4432 2.6033 -3.2748
C -0.3328 3.8890 -3.7115
S -0.0693 4.9244 -2.3548
C -0.1110 3.5401 -1.3114
N -0.3139 2.4054 -1.9245
N 0.0909 3.6251 0.0336
H -1.4642 -2.2697 -3.1814
H -1.4597 -2.6285 -4.8669
H -0.5504 2.2885 -6.1544
H -0.4106 4.2563 -4.7198
H -0.0412 4.5468 0.4264
H -0.4393 2.9102 0.5875
Cl -3.2554 6.5289 3.3096
C -3.4749 5.1066 2.3272
C -4.6347 4.9046 1.6241
Cl -5.9234 6.0801 1.7069
C -4.7955 3.7426 0.8503
Cl -6.2785 3.4890 -0.0363
C -3.8245 2.7237 0.7585
O -3.9626 1.6710 0.0717
C -2.5692 2.9470 1.5161
O -1.6142 2.0803 1.4388
C -2.4621 4.1252 2.2562
Cl -0.9577 4.3897 3.1209
C 0.1475 -4.2917 1.2826
C -0.8112 -5.1818 0.5177
O -1.2644 -4.6101 -0.6964
P -2.5199 -3.4733 -0.5557
O -2.2484 -2.4576 -1.6568
Te -3.9368 -2.7637 3.2557
O -3.7704 -4.3913 -1.2304
C -4.2731 -5.4108 -0.3939
C -3.7845 -6.7824 -0.8281
H 0.5915 -4.8396 2.1199
H -0.3663 -3.4182 1.6899
H 0.9489 -3.9430 0.6332
H -1.6595 -5.4537 1.1618
H -0.3100 -6.1194 0.2480
H -5.3684 -5.3668 -0.4332
H -3.9953 -5.2180 0.6532
H -4.1167 -7.0005 -1.8448
H -4.1728 -7.5628 -0.1672
H -2.6953 -6.8154 -0.8203
S -2.5903 -0.7449 3.0147
C -3.6865 -0.6797 4.3689
N -3.2098 -0.8364 5.6712
C -4.2321 -1.2072 6.6357
C -5.3763 -0.2067 6.5669
C -5.8883 -0.1191 5.1359
N -4.7724 0.1697 4.2566
H -2.4174 -1.4623 5.6747
H -3.7803 -1.2306 7.6287
H -4.6115 -2.2190 6.4044
H -5.0186 0.7743 6.8844
H -6.1830 -0.5119 7.2369
H -6.6344 0.6670 5.0232
H -6.3515 -1.0796 4.8479
H -5.0129 0.3536 3.2905
O 1.0547 -1.4931 -0.2310
N 0.7732 -0.3925 0.1417
*
```

Here are the Mulliken charges for atoms 1 to 8, given in e: 1.2169, -1.7628, 1.5648, -0.7341, -0.6497, -0.7988, -1.0276, 0.9533

=====

2.
DFT (ωB97M-V/def2-TZVPD) results for a cluster of 3 separate species, C41H44ClFIO9P2 in total in a non-equilibrium geometry.

Properties
E (a.u.): -3806.55959
Max |F| (eV/A): 1.7
E_HOMO (eV): -4.78
Frontier orbital gap (eV): 5.03
LUMO level (hartree): 0.0093

```
! wB97M-V def2-TZVPD RIJCOSX def2/J DEFGRID3
* xyz -1 1
C 2.8429 2.3586 1.4096
C 1.6511 1.8597 0.5929
C 0.3243 2.0125 1.3272
C -0.8177 1.3788 0.5424
O -1.3517 2.1914 -0.4546
P -2.8001 1.4684 -1.0753
C -2.8360 2.6588 -2.5929
C -3.4781 3.9888 -2.2490
F -1.5659 2.9354 -3.1167
P -1.5909 -0.0246 -2.2960
O -0.1253 0.1421 -2.3211
O -2.0357 -1.5247 -1.8074
O -2.1229 -0.0406 -3.8503
O -2.8081 0.3332 0.2349
C -1.9668 0.7339 1.3149
C -2.7709 1.7127 2.1859
C -4.2496 1.3340 2.3071
C -4.8406 1.9439 3.5783
Cl -6.5936 2.2914 3.4042
C -1.4872 -0.5505 2.0127
C -1.1475 -0.4704 3.5070
C 0.1564 -1.1868 3.8555
I -2.7384 -1.3932 4.6866
H 2.8837 3.4480 1.4036
H 2.8227 1.9991 2.4382
H 3.7763 2.0126 0.9609
H 1.8111 0.8160 0.3219
H 1.5929 2.4247 -0.3369
H 0.3782 1.5526 2.3163
H 0.1102 3.0804 1.4266
H -0.3743 0.5132 0.0263
H -3.5727 2.4421 -0.3313
H -4.0661 0.9122 -1.5357
H -3.4382 2.1949 -3.3774
H -4.5548 3.8490 -2.1511
H -3.3230 4.6733 -3.0863
H -3.0671 4.4090 -1.3349
H -2.0567 -2.1152 -2.5662
H -2.9932 -0.4426 -3.9047
H -2.3649 1.8033 3.1959
H -2.6814 2.6995 1.7312
H -4.7992 1.7191 1.4538
H -4.3673 0.2542 2.3513
H -4.3463 2.8768 3.8327
H -4.7515 1.2565 4.4137
H -2.2642 -1.2919 1.8408
H -0.6025 -0.9395 1.5067
H -1.0834 0.5482 3.8632
H 0.1897 -1.4427 4.9124
H 0.9891 -0.5019 3.6835
H 0.2849 -2.0925 3.2704
C -2.1503 -2.4764 -8.6556
C -2.0303 -1.9590 -7.3698
C -2.5698 -2.6461 -6.2971
C -3.2377 -3.8439 -6.5026
C -3.3736 -4.3559 -7.7952
C -2.8200 -3.6700 -8.8690
C -4.1170 -5.6215 -8.0437
O -4.2321 -6.0768 -9.1631
C -4.7250 -6.3151 -6.8699
C -5.4652 -7.4720 -7.0781
C -6.0273 -8.1356 -6.0017
C -5.8478 -7.6509 -4.7103
C -5.1144 -6.4970 -4.4966
C -4.5565 -5.8222 -5.5746
C -3.7917 -4.5659 -5.3245
O -3.6311 -4.1481 -4.1980
H -1.7222 -1.9429 -9.4939
H -1.5164 -1.0222 -7.2003
H -2.4749 -2.2516 -5.2958
H -2.9214 -4.0768 -9.8654
H -5.5957 -7.8421 -8.0854
H -6.6071 -9.0343 -6.1666
H -6.2842 -8.1741 -3.8697
H -4.9709 -6.1082 -3.4980
C 7.8198 1.7332 1.4884
C 9.0237 2.3804 1.7455
C 9.3097 2.8378 3.0200
C 8.3881 2.6580 4.0437
C 7.1725 2.0214 3.7815
C 6.8965 1.5537 2.5036
C 6.1492 1.8473 4.8516
O 5.0995 1.2848 4.6315
C 6.4583 2.3918 6.2061
C 5.5020 2.2875 7.2078
C 5.7729 2.7756 8.4740
C 7.0032 3.3642 8.7477
C 7.9583 3.4737 7.7524
C 7.6879 2.9945 6.4768
C 8.7207 3.1460 5.4115
O 9.7959 3.6543 5.6529
H 7.5994 1.3731 0.4924
H 9.7394 2.5280 0.9476
H 10.2441 3.3386 3.2312
H 5.9560 1.0573 2.3078
H 4.5505 1.8254 6.9846
H 5.0249 2.6976 9.2518
H 7.2143 3.7405 9.7400
H 8.9164 3.9324 7.9529
*
```

Here are the Mulliken charges for atoms 1 to 8, given in e: -1.2373, -0.3396, -1.1237, -0.6351, -0.5859, 0.3701, 0.3323, -1.4890

=====

3.
DFT (ωB97M-V/def2-TZVPD) results for a structure of composition C41H44MoN5O4S2.

Properties
E (a.u.): -3027.10131
Max |F| (eV/A): 0.9
E_HOMO (spin up / spin down) (eV): -15.92 / -15.92
Frontier orbital gap (spin up / spin down) (eV): 5.57 / 4.72
LUMO level (spin up / spin down) (hartree): -0.3806 / -0.4113

```
! wB97M-V def2-TZVPD RIJCOSX def2/J DEFGRID3
* xyz 3 1
Mo 0.6941 -0.8722 0.4769
N 5.7105 -3.0893 2.5972
C 4.3564 -2.9265 1.8913
C 4.5233 -2.0629 0.6316
C 4.1440 -0.5794 0.7627
N 2.8554 -0.2287 0.0557
C 4.0827 -0.1302 2.2101
C 3.0871 -0.9404 3.0252
N 1.7183 -0.5520 2.5871
C 3.2988 -2.4637 2.9021
H 6.4254 -3.4447 1.9541
H 5.6435 -3.7619 3.3683
H 6.0672 -2.2148 2.9913
H 4.1235 -3.9448 1.5847
H 3.9510 -2.5357 -0.1643
H 5.5580 -2.1150 0.2846
H 4.9133 -0.0001 0.2509
H 2.9929 -0.3816 -0.9461
H 2.7706 0.7897 0.1209
H 3.8395 0.9340 2.2783
H 5.0833 -0.2073 2.6451
H 3.1847 -0.6520 4.0725
H 1.6178 0.4584 2.7196
H 1.0308 -0.9344 3.2365
H 2.3607 -2.9430 2.6154
H 3.5318 -2.8765 3.8860
C -1.1209 4.2341 -1.9802
C -2.2762 3.3853 -1.5000
C -3.6176 4.0600 -1.6158
O -2.3175 2.1190 -2.2041
C -1.7747 1.1038 -1.4237
C -1.3265 1.8211 -0.1302
O -2.0699 3.0033 -0.1360
C -1.5994 1.1510 1.2470
O -0.4931 0.1105 1.3752
C -2.9118 0.4241 1.4051
C -4.0549 0.8298 0.7199
C -5.2523 0.1511 0.9012
C -5.3270 -0.9290 1.7686
C -4.2019 -1.3108 2.4862
C -3.0066 -0.6303 2.3103
C -1.2810 2.1259 2.3563
C -2.2616 2.5501 3.2405
C -1.9546 3.4856 4.2228
C -0.6719 3.9947 4.3337
C 0.3181 3.5776 3.4487
C 0.0105 2.6532 2.4659
C -0.6629 0.2791 -2.2032
O 0.1874 -0.2201 -1.0665
C 0.2828 1.0260 -3.1216
C -0.1696 2.0014 -4.0049
C 0.7111 2.6040 -4.8951
C 2.0460 2.2374 -4.9346
C 2.4982 1.2313 -4.0920
C 1.6201 0.6309 -3.2037
C -1.2614 -0.9652 -2.8228
C -1.8997 -1.9022 -2.0009
C -2.4994 -3.0239 -2.5448
C -2.4865 -3.2185 -3.9237
C -1.8722 -2.2869 -4.7426
C -1.2565 -1.1653 -4.1975
H -1.2605 4.5048 -3.0260
H -0.1700 3.7080 -1.8858
H -1.0820 5.1492 -1.3897
H -3.7074 4.5740 -2.5711
H -3.7190 4.7943 -0.8176
H -4.4196 3.3284 -1.5370
H -2.5462 0.3621 -1.2104
H -0.2483 2.0377 -0.1712
H -4.0254 1.6896 0.0671
H -6.1336 0.4763 0.3647
H -6.2623 -1.4551 1.9025
H -4.2619 -2.1235 3.1982
H -2.1573 -0.8923 2.9282
H -3.2686 2.1622 3.1662
H -2.7281 3.8177 4.9020
H -0.4426 4.7243 5.0984
H 1.3139 3.9962 3.5160
H 0.7759 2.3835 1.7400
H -1.2102 2.2830 -4.0171
H 0.3393 3.3613 -5.5726
H 2.7205 2.7064 -5.6379
H 3.5257 0.8964 -4.1536
H 1.9682 -0.2203 -2.6299
H -1.9806 -1.7447 -0.9283
H -3.0006 -3.7367 -1.9020
H -2.9685 -4.0855 -4.3548
H -1.8666 -2.4277 -5.8149
H -0.7728 -0.4571 -4.8554
S -0.3464 -2.6958 1.6337
C -0.0833 -4.1496 0.8372
C -0.7802 -5.2974 1.3306
N -1.3475 -6.2065 1.7456
C 0.7596 -4.2178 -0.2641
S 1.4731 -2.8230 -0.8486
C 1.0249 -5.4542 -0.9345
N 1.2772 -6.4314 -1.4834
*
```

Here are the Mulliken charges for atoms 1 to 8, given in e: -0.5998, -0.1465, -0.0136, -1.2634, 0.5513, -0.6117, -1.8258, 0.3857

=====

> Which of these has the lowest max |F|?

C41H44Cl4N7O6P2RbS3Te

=====

> Which value of E does entry 3 give?

-3027.10131 a.u.

=====

> Which of these has the lowest max |F|?

C41H44Cl4N7O6P2RbS3Te